Record 1
Computed, not measured: 2 unconnected molecules or ions with the total composition C3H10N3O2 at a distorted geometry, with ωB97M-V/def2-TZVPD.

```
18
C3H10N3O2 ωB97M-V/def2-TZVPD
N 1.00 1.44 1.99
C 2.04 1.85 2.89
O 3.21 1.22 2.51
O 1.91 2.57 3.87
H 0.49 2.37 1.92
H 0.40 0.84 2.52
H 3.05 0.63 1.77
C 0.45 -1.20 -0.94
N -2.93 -0.79 -2.42
C -1.89 -1.26 -1.70
N -0.75 -0.60 -1.53
H 1.28 -1.14 -1.68
H 0.35 -2.30 -0.85
H 0.75 -0.61 -0.04
H -2.92 0.13 -2.83
H -3.84 -1.19 -2.25
H -1.97 -2.27 -1.24
H -0.62 0.32 -1.99
```

The highest occupied orbital energy (alpha / beta) is -18.153 / -18.151 eV. The spin multiplicity is 2. Its charge is +2. The orbital gap (alpha / beta) comes out at 10.171 / 4.837 eV. The total energy is -11818.78882 eV. Its lowest unoccupied orbital energy (alpha / beta) is -7.98 / -13.31 eV. Its expectation value of S² is 0.76.


Record 2
Computed, not measured: 7 unconnected molecules or ions with the total composition C21H48O23P2 at a distorted geometry, with ωB97M-V/def2-TZVPD.

```
94
C21H48O23P2 ωB97M-V/def2-TZVPD
C 2.35 -9.08 -3.14
O 1.83 -9.78 -4.26
P 2.55 -9.45 -5.67
O 3.49 -8.31 -5.73
O 3.20 -10.88 -6.16
C 4.27 -11.46 -5.56
O 1.27 -9.44 -6.73
C 0.16 -8.60 -6.35
H 1.42 -8.73 -2.67
H 2.94 -8.18 -3.30
H 2.93 -9.73 -2.49
H 4.03 -12.10 -4.71
H 4.98 -10.71 -5.18
H 4.79 -12.17 -6.20
H -0.70 -9.24 -6.16
H -0.01 -7.89 -7.16
H 0.27 -8.08 -5.40
C -4.50 3.77 7.27
O -3.79 2.68 7.79
P -4.18 1.17 7.37
O -3.36 0.13 8.03
O -4.02 1.18 5.80
C -2.69 1.06 5.28
O -5.78 1.13 7.65
C -6.54 -0.05 7.46
H -3.77 4.35 6.70
H -4.98 4.53 7.89
H -5.26 3.46 6.55
H -2.67 0.29 4.50
H -1.98 0.93 6.09
H -2.34 1.99 4.83
H -6.07 -1.01 7.27
H -7.40 -0.04 6.79
H -6.82 -0.16 8.50
C -5.91 1.74 -3.16
O -5.97 1.71 -1.78
C -6.48 2.77 -1.07
O -6.84 3.80 -1.50
O -6.74 2.28 0.19
C -7.38 3.07 1.10
H -6.70 1.07 -3.51
H -4.97 1.33 -3.51
H -6.07 2.68 -3.68
H -8.45 3.12 0.92
H -7.04 4.10 0.98
H -7.33 2.71 2.13
C -1.57 8.17 -0.82
O -1.34 8.26 -2.21
C -0.25 7.81 -2.74
O 0.71 7.38 -2.09
O -0.29 7.91 -4.01
C 0.82 7.53 -4.80
H -0.70 8.49 -0.26
H -1.79 7.15 -0.49
H -2.46 8.69 -0.46
H 1.65 8.24 -4.81
H 0.41 7.56 -5.81
H 1.16 6.51 -4.63
C 4.25 -2.45 4.01
O 4.36 -3.28 2.82
C 4.87 -2.85 1.73
O 5.16 -1.69 1.51
O 5.27 -3.89 1.04
C 6.15 -3.74 -0.08
H 4.67 -2.90 4.91
H 3.20 -2.21 4.18
H 4.82 -1.53 4.05
H 6.52 -4.68 -0.48
H 6.97 -3.11 0.25
H 5.66 -3.20 -0.90
C 2.77 5.45 6.20
O 2.86 4.75 4.96
C 3.73 5.03 4.05
O 4.54 5.91 4.12
O 3.47 4.24 3.00
C 4.41 4.32 1.93
H 1.92 4.98 6.71
H 2.59 6.51 6.02
H 3.65 5.24 6.81
H 3.99 4.01 0.97
H 5.19 3.63 2.23
H 4.72 5.36 1.78
C 2.02 -2.20 -6.16
O 1.21 -1.91 -5.10
C 1.15 -0.68 -4.61
O 1.74 0.33 -4.97
O 0.33 -0.76 -3.64
C 0.25 0.35 -2.82
H 2.25 -1.38 -6.84
H 1.64 -3.03 -6.76
H 3.05 -2.48 -5.94
H -0.16 1.15 -3.44
H 1.19 0.69 -2.37
H -0.52 0.41 -2.05
```

The highest occupied orbital energy is -10.507 eV. As for the SMILES: COP(=O)(OC)OC.COP(=O)(OC)OC.COC(=O)OC.COC(=O)OC.COC(=O)OC.COC(=O)OC.COC(=O)OC. Its charge is 0. The orbital gap comes out at 10.688 eV. The total energy is -88225.96726 eV. Its lowest unoccupied orbital energy is 0.18 eV.


In the order shown, the computed energy relative to the best compared isomer or geometry (same formula, charge and spin) values come out to 25.4, 58.5 kcal/mol.